Density functional theory data (ωB97M-V with the def2-TZVPD basis set) for C15H36AsN3O3PPtS as an isolated structure.

Positions of all 61 atoms, in Å:
1 Pt -0.790 -0.362 0.440
2 C -3.139 1.366 1.685
3 O -2.803 0.071 1.128
4 C -3.095 -0.957 2.113
5 C -2.895 -2.278 1.452
6 O -1.532 -2.357 0.953
7 C -1.454 -3.534 0.061
8 C -0.250 -3.577 -0.826
9 O -0.335 -2.544 -1.781
10 C 0.567 -2.751 -2.865
11 H -4.189 1.355 1.969
12 H -2.513 1.579 2.552
13 H -2.992 2.105 0.912
14 H -2.444 -0.812 2.980
15 H -4.135 -0.854 2.426
16 H -3.065 -3.094 2.156
17 H -3.581 -2.381 0.610
18 H -1.486 -4.410 0.710
19 H -2.345 -3.514 -0.567
20 H 0.686 -3.515 -0.261
21 H -0.273 -4.560 -1.312
22 H 0.385 -3.716 -3.344
23 H 0.385 -1.966 -3.596
24 H 1.607 -2.713 -2.526
25 C 3.952 -1.663 2.190
26 As 2.060 -1.403 2.304
27 C 1.245 -3.022 2.923
28 C 1.652 0.009 3.534
29 S 1.441 -0.915 0.260
30 H 4.310 -2.000 3.163
31 H 4.433 -0.726 1.921
32 H 4.162 -2.424 1.440
33 H 1.707 -3.279 3.877
34 H 1.431 -3.816 2.203
35 H 0.176 -2.874 3.059
36 H 2.039 -0.265 4.516
37 H 0.572 0.134 3.590
38 H 2.126 0.928 3.198
39 C 1.935 3.167 -2.229
40 N 0.967 2.266 -3.029
41 C -0.286 3.095 -3.375
42 N -0.858 3.618 -2.187
43 C 0.096 4.464 -1.469
44 N 1.284 3.700 -1.084
45 C 1.024 2.723 -0.029
46 P -0.201 1.493 -0.637
47 C 0.603 1.042 -2.247
48 C -1.496 2.625 -1.328
49 H 2.237 3.963 -2.910
50 H 2.797 2.556 -1.965
51 H 1.426 1.980 -3.899
52 H -0.972 2.439 -3.910
53 H 0.048 3.897 -4.032
54 H -0.376 4.881 -0.582
55 H 0.397 5.287 -2.116
56 H 0.640 3.232 0.857
57 H 1.945 2.209 0.251
58 H -0.085 0.432 -2.836
59 H 1.509 0.465 -2.065
60 H -2.021 3.155 -0.538
61 H -2.232 2.045 -1.889

Results
LUMO energy, eV: -9.50
Charge: +3
Frontier orbital gap, eV: 8.328
Multiplicity: 1
Total energy, eV: -110935.223

***

Density functional theory data (ωB97M-V with the def2-TZVPD basis set) for C41H38AsN4PbS6Si as an isolated structure.

Positions of all 92 atoms, in Å:
1 Pb 0.384 -0.867 -0.852
2 C -4.591 -3.928 -2.032
3 Si -4.598 -3.783 -0.136
4 C -4.975 -5.519 0.583
5 C -6.069 -2.641 0.329
6 C -3.094 -3.117 0.808
7 C -3.122 -3.066 2.191
8 C -2.068 -2.527 2.925
9 C -1.016 -1.973 2.223
10 N -0.969 -1.995 0.903
11 C -1.937 -2.593 0.190
12 S -1.608 -2.658 -1.478
13 H -5.567 -4.236 -2.403
14 H -3.858 -4.650 -2.372
15 H -4.336 -2.981 -2.495
16 H -5.925 -5.893 0.213
17 H -5.031 -5.499 1.667
18 H -4.207 -6.235 0.307
19 H -7.010 -3.032 -0.047
20 H -5.939 -1.647 -0.088
21 H -6.167 -2.533 1.405
22 H -3.983 -3.454 2.721
23 H -2.076 -2.519 4.005
24 H -0.170 -1.502 2.707
25 C -0.579 -1.830 -4.868
26 C -0.718 -0.410 -4.502
27 N -1.119 0.016 -3.369
28 C -1.164 1.374 -3.280
29 C -0.751 2.025 -4.410
30 S -0.304 0.895 -5.624
31 C -1.668 1.952 -2.051
32 C -2.192 3.202 -1.868
33 S -2.724 3.408 -0.246
34 C -2.203 1.764 0.086
35 N -1.687 1.178 -0.930
36 C -2.392 1.153 1.418
37 H -1.090 -2.436 -4.121
38 H 0.481 -2.088 -4.853
39 H -0.982 -2.028 -5.859
40 H -0.661 3.078 -4.585
41 H -2.303 4.000 -2.573
42 H -2.372 1.917 2.194
43 H -1.594 0.430 1.582
44 H -3.344 0.621 1.464
45 S 2.032 -0.603 1.519
46 C 2.984 0.765 2.025
47 C 4.198 0.530 2.683
48 C 4.934 1.574 3.201
49 C 4.478 2.879 3.081
50 C 3.289 3.124 2.415
51 C 2.541 2.090 1.879
52 As 0.892 2.361 0.875
53 C 0.577 4.215 1.477
54 C 0.982 5.387 0.852
55 C 0.669 6.621 1.396
56 C -0.041 6.701 2.581
57 C -0.439 5.541 3.227
58 C -0.136 4.313 2.670
59 C 1.752 2.680 -0.853
60 C 1.203 3.534 -1.804
61 C 1.816 3.714 -3.032
62 C 2.967 3.015 -3.348
63 C 3.509 2.143 -2.421
64 C 2.909 1.983 -1.186
65 H 4.532 -0.493 2.789
66 H 5.869 1.372 3.710
67 H 5.042 3.700 3.507
68 H 2.928 4.143 2.324
69 H 1.559 5.338 -0.063
70 H 0.985 7.527 0.895
71 H -0.280 7.666 3.007
72 H -0.984 5.602 4.160
73 H -0.442 3.393 3.166
74 H 0.288 4.076 -1.581
75 H 1.403 4.411 -3.750
76 H 3.438 3.144 -4.313
77 H 4.404 1.590 -2.659
78 H 3.351 1.311 -0.462
79 S 2.330 -1.294 -2.928
80 C 2.773 -2.390 -1.738
81 N 1.967 -2.681 -0.751
82 C 2.518 -3.513 0.172
83 C 1.918 -3.948 1.347
84 C 2.651 -4.719 2.224
85 C 3.967 -5.072 1.941
86 C 4.568 -4.682 0.756
87 C 3.836 -3.910 -0.125
88 S 4.330 -3.225 -1.655
89 H 0.910 -3.641 1.562
90 H 2.200 -5.046 3.151
91 H 4.536 -5.635 2.667
92 H 5.585 -4.960 0.527

Results
LUMO energy, eV: 2.17
Charge: -1
Frontier orbital gap, eV: 6.208
Multiplicity: 1
Total energy, eV: -188075.545

***

Density functional theory data (ωB97M-V with the def2-TZVPD basis set) for H28O14 as an isolated structure.

Positions of all 42 atoms, in Å:
1 O 0.037 0.489 0.092
2 H 0.311 -0.432 0.013
3 H -0.989 0.560 0.290
4 O 1.599 0.806 2.049
5 H 2.512 0.489 1.881
6 H 0.964 0.494 1.310
7 O -0.469 3.154 -0.070
8 H -1.224 3.379 0.726
9 H -1.015 2.531 -0.590
10 O 1.488 -2.274 0.417
11 H 1.412 -3.203 0.293
12 H 2.168 -1.960 1.049
13 O 0.936 -1.211 -2.638
14 H 0.884 -0.190 -2.419
15 H 0.496 -1.592 -1.835
16 O -1.209 -3.836 0.800
17 H -1.001 -2.948 0.526
18 H -1.641 -4.199 -0.087
19 O -0.947 -2.246 -0.774
20 H -0.601 -2.958 -1.275
21 H -1.882 -2.081 -0.486
22 O -2.365 1.319 -0.898
23 H -2.816 1.894 -1.677
24 H -2.986 1.082 -0.179
25 O 2.019 3.090 0.730
26 H 2.111 2.261 1.211
27 H 1.252 2.810 0.259
28 O -1.186 1.654 2.719
29 H -1.956 1.804 3.462
30 H -0.307 1.822 3.156
31 O -1.217 -0.170 2.682
32 H -1.101 0.666 2.458
33 H -0.295 -0.491 2.968
34 O 3.541 -1.439 -1.129
35 H 2.718 -1.034 -0.961
36 H 4.108 -0.591 -1.460
37 O 1.386 0.452 -1.696
38 H 1.399 1.009 -2.471
39 H 0.970 0.664 -1.019
40 O -2.228 0.149 -2.889
41 H -2.354 0.871 -2.146
42 H -2.512 -0.595 -2.392

Results
LUMO energy, eV: -1.04
Charge: 0
Frontier orbital gap, eV: 7.247
Multiplicity: 1
Total energy, eV: -29105.217

***

Density functional theory data (ωB97M-V with the def2-TZVPD basis set) for C35H27BF7N3P2RuS4 as an isolated structure.

Positions of all 80 atoms, in Å:
1 Ru 1.483 1.025 -0.112
2 S 2.444 -2.575 0.424
3 P 0.576 -2.101 0.310
4 C 0.244 -0.356 0.182
5 P -1.262 0.549 0.146
6 S -0.477 2.395 -0.131
7 C -2.348 0.075 -1.220
8 C -3.255 -0.974 -1.070
9 C -3.988 -1.420 -2.157
10 C -3.829 -0.811 -3.395
11 C -2.940 0.242 -3.545
12 C -2.194 0.683 -2.461
13 C -2.263 0.479 1.642
14 C -3.611 0.836 1.612
15 C -4.340 0.873 2.790
16 C -3.724 0.565 3.997
17 C -2.380 0.227 4.030
18 C -1.647 0.184 2.854
19 C -0.360 -2.716 1.749
20 C 0.311 -2.831 2.962
21 C -0.382 -3.188 4.110
22 C -1.744 -3.448 4.050
23 C -2.416 -3.348 2.840
24 C -1.728 -2.975 1.696
25 C -0.229 -2.802 -1.163
26 C -0.744 -4.096 -1.161
27 C -1.273 -4.638 -2.323
28 C -1.279 -3.897 -3.496
29 C -0.741 -2.618 -3.511
30 C -0.213 -2.073 -2.350
31 H -3.397 -1.428 -0.098
32 H -4.687 -2.238 -2.038
33 H -4.404 -1.158 -4.244
34 H -2.825 0.721 -4.508
35 H -1.492 1.502 -2.563
36 H -4.088 1.086 0.672
37 H -5.387 1.148 2.768
38 H -4.296 0.596 4.915
39 H -1.896 -0.004 4.970
40 H -0.597 -0.070 2.879
41 H 1.377 -2.639 2.994
42 H 0.145 -3.270 5.052
43 H -2.283 -3.732 4.945
44 H -3.478 -3.555 2.789
45 H -2.255 -2.905 0.754
46 H -0.723 -4.686 -0.254
47 H -1.674 -5.644 -2.314
48 H -1.694 -4.321 -4.402
49 H -0.733 -2.041 -4.427
50 H 0.215 -1.077 -2.360
51 F 2.669 0.446 2.501
52 B 1.799 1.265 1.879
53 F 1.052 2.020 2.698
54 C 5.471 -0.578 0.364
55 C 5.465 -0.904 -1.129
56 C 4.441 -0.098 -1.863
57 N 3.279 0.180 -1.401
58 N 2.523 0.992 -2.222
59 C 3.119 1.321 -3.316
60 N 2.562 2.121 -4.272
61 S 4.688 0.579 -3.458
62 H 6.225 -1.179 0.871
63 H 4.503 -0.792 0.809
64 H 5.699 0.476 0.529
65 H 5.225 -1.960 -1.285
66 H 6.446 -0.725 -1.571
67 H 1.821 2.707 -3.909
68 H 3.210 2.622 -4.858
69 F 0.039 7.649 0.572
70 C 0.756 6.527 0.571
71 C 0.999 5.858 -0.615
72 F 0.510 6.338 -1.763
73 C 1.743 4.695 -0.601
74 F 1.950 4.086 -1.780
75 C 2.262 4.155 0.570
76 S 3.168 2.639 0.559
77 C 2.020 4.863 1.741
78 F 2.513 4.436 2.901
79 C 1.272 6.028 1.753
80 F 1.051 6.680 2.895

Results
LUMO energy (spin up / spin down), eV: -0.52 / -0.52
Charge: 0
Frontier orbital gap (spin up / spin down), eV: 7.305 / 7.304
Multiplicity: 1
Total energy, eV: -125407.252

***

Density functional theory data (ωB97M-V with the def2-TZVPD basis set) for a 2-piece molecular cluster, C4H12N2O overall.

Positions of all 19 atoms, in Å:
1 N -2.890 0.136 0.124
2 C -1.640 -0.532 0.356
3 C -0.569 -0.519 -0.415
4 C 0.588 -1.423 0.062
5 C 1.305 -0.788 1.276
6 N 2.753 -0.543 1.067
7 H -2.921 0.847 0.853
8 H -2.774 0.711 -0.707
9 H -1.679 -1.336 1.108
10 H -0.401 0.058 -1.293
11 H 1.317 -1.494 -0.761
12 H 0.015 -2.336 0.209
13 H 1.338 -1.479 2.135
14 H 0.781 0.040 1.766
15 H 3.031 -0.583 0.100
16 H 3.061 0.307 1.511
17 O 0.120 2.624 -2.064
18 H 0.707 3.304 -1.688
19 H -0.689 2.975 -2.429

Results
LUMO energy, eV: 0.61
SMILES: N/C=C/CCN.O
Charge: 0
Frontier orbital gap, eV: 8.993
Multiplicity: 1
Total energy, eV: -9368.668

***

Density functional theory data (ωB97M-V with the def2-TZVPD basis set) for CF4MnO4SV as an isolated structure.

Positions of all 12 atoms, in Å:
1 O 14.427 8.173 -24.481
2 V 13.044 7.768 -25.127
3 Mn 10.945 6.173 -22.089
4 F 12.616 6.617 -23.306
5 C 13.702 3.332 -25.459
6 F 13.611 3.723 -24.211
7 F 14.908 3.003 -25.826
8 F 13.017 2.219 -25.632
9 S 12.769 4.667 -26.560
10 O 13.092 4.371 -27.933
11 O 11.351 4.476 -26.198
12 O 13.363 5.955 -26.053

Results
<S²>: 12.0635
LUMO energy (spin up / spin down), eV: -12.97 / -12.96
Charge: +2
Frontier orbital gap (spin up / spin down), eV: 4.022 / 4.056
Multiplicity: 7
Total energy, eV: -87916.877